(1)
Below is a structure of composition C68H66AsNP3V at a distorted geometry, with properties calculated with the ωB97M-V functional and the def2-TZVPD basis.

```
! wB97M-V def2-TZVPD RIJCOSX def2/J DEFGRID3
* xyz 2 3
V 0.213 -0.454 -0.261
C -0.014 -2.111 -3.357
C -1.188 -1.154 -3.162
P -0.670 0.395 -2.292
C -2.177 1.399 -2.496
C -2.085 2.752 -2.821
C -3.227 3.478 -3.104
C -4.468 2.863 -3.060
C -4.567 1.524 -2.718
C -3.430 0.793 -2.428
C 0.453 1.125 -3.529
C 1.788 1.414 -3.256
C 2.569 2.034 -4.219
C 2.025 2.369 -5.449
C 0.705 2.056 -5.732
C -0.078 1.436 -4.780
P 1.200 -1.978 -1.960
C 1.410 -3.659 -1.280
C 1.993 -3.725 -0.015
C 2.320 -4.944 0.548
C 2.035 -6.114 -0.135
C 1.449 -6.058 -1.390
C 1.154 -4.838 -1.974
C 2.817 -1.840 -2.834
C 2.964 -1.226 -4.076
C 4.216 -1.100 -4.654
C 5.342 -1.580 -4.008
C 5.206 -2.201 -2.777
C 3.959 -2.329 -2.196
H 0.507 -1.876 -4.287
H -0.387 -3.134 -3.446
H -1.958 -1.639 -2.554
H -1.633 -0.874 -4.126
H -1.119 3.225 -2.906
H -3.145 4.516 -3.394
H -5.356 3.423 -3.306
H -5.530 1.039 -2.705
H -3.527 -0.254 -2.183
H 2.216 1.162 -2.291
H 3.603 2.260 -4.007
H 2.624 2.876 -6.188
H 0.273 2.308 -6.687
H -1.113 1.218 -5.003
H 2.204 -2.804 0.527
H 2.807 -4.981 1.510
H 2.285 -7.066 0.304
H 1.246 -6.971 -1.928
H 0.737 -4.814 -2.970
H 2.114 -0.836 -4.614
H 4.307 -0.627 -5.619
H 6.315 -1.481 -4.463
H 6.073 -2.600 -2.271
H 3.879 -2.830 -1.242
C -1.792 7.496 0.454
C -1.464 6.042 0.550
C -0.571 5.434 -0.320
C -0.196 4.107 -0.165
C 0.784 3.519 -1.129
C -0.718 3.349 0.889
As -0.132 1.514 1.402
N 1.228 0.843 0.369
C 2.574 1.003 0.543
C 3.439 -0.010 0.098
C 4.805 0.100 0.242
C 5.351 1.219 0.853
C 4.512 2.221 1.314
C 3.144 2.128 1.157
C 0.782 1.780 3.170
C 1.054 0.590 3.864
C 0.779 -0.753 3.252
C 1.602 0.608 5.136
C 1.877 1.804 5.779
C 2.411 1.856 7.171
C 1.646 2.972 5.071
C 1.122 2.998 3.784
C 0.999 4.363 3.170
C -1.701 3.920 1.711
C -2.396 3.175 2.814
C -2.044 5.253 1.533
H -1.181 7.987 -0.299
H -1.617 7.978 1.415
H -2.843 7.638 0.203
H -0.139 6.011 -1.124
H 1.784 3.451 -0.697
H 0.849 4.137 -2.022
H 0.448 2.517 -1.405
H 3.015 -0.890 -0.374
H 5.442 -0.691 -0.124
H 6.420 1.310 0.964
H 4.931 3.088 1.799
H 2.509 2.939 1.488
H -0.297 -0.873 3.066
H 1.105 -1.536 3.935
H 1.334 -0.866 2.308
H 1.799 -0.327 5.639
H 2.520 0.861 7.594
H 1.741 2.433 7.807
H 3.381 2.349 7.185
H 1.887 3.914 5.541
H 1.774 5.011 3.575
H 0.036 4.804 3.425
H 1.088 4.352 2.087
H -1.968 2.177 2.968
H -3.453 3.070 2.570
H -2.334 3.735 3.747
H -2.768 5.692 2.202
C -0.668 -6.145 2.949
C -1.804 -6.028 2.166
C -2.037 -4.879 1.433
C -1.127 -3.822 1.479
C 0.002 -3.942 2.284
C 0.232 -5.097 3.009
P -1.445 -2.243 0.593
C -2.571 -1.404 1.774
C -3.198 -0.227 1.353
C -4.179 0.355 2.136
C -4.490 -0.183 3.376
C -3.821 -1.308 3.827
C -2.881 -1.933 3.024
C -2.670 -2.870 -0.635
C -3.982 -2.418 -0.740
C -4.832 -2.963 -1.691
C -4.388 -3.958 -2.545
C -3.086 -4.424 -2.436
C -2.234 -3.887 -1.489
H -0.489 -7.046 3.513
H -2.521 -6.833 2.132
H -2.930 -4.810 0.830
H 0.705 -3.127 2.347
H 1.113 -5.179 3.625
H -2.946 0.214 0.387
H -4.713 1.218 1.770
H -5.252 0.274 3.987
H -4.043 -1.715 4.801
H -2.398 -2.835 3.372
H -4.359 -1.660 -0.069
H -5.852 -2.616 -1.751
H -5.055 -4.380 -3.279
H -2.742 -5.219 -3.079
H -1.231 -4.280 -1.377
*
```

As for the relative energy (zero: lowest compared OMol25 entry of this formula, charge and spin): 0.0 kJ/mol. The highest occupied orbital energy (alpha / beta) comes out at -12.725 / -12.695 eV. For the gap between HOMO and LUMO (alpha / beta), the calculation gives 6.7 / 7.4 eV.

***

(2)
Below is a structure of composition C14H31CsN3NbO2 at a distorted geometry, with properties calculated with the ωB97M-V functional and the def2-TZVPD basis.

```
! wB97M-V def2-TZVPD RIJCOSX def2/J DEFGRID3
* xyz 2 1
N -1.919 -0.521 0.530
C -2.917 -1.187 0.692
O -3.904 -1.809 0.922
Cs -2.161 2.245 2.248
Nb 0.092 -0.148 0.576
N 0.019 1.525 -0.474
N 0.546 -1.696 -0.599
C -0.576 2.358 -1.547
C 0.026 -2.711 -1.517
C -0.233 3.835 -1.309
C 0.015 1.930 -2.896
C -2.093 2.184 -1.549
C -0.596 -3.825 -0.679
C 1.126 -3.306 -2.396
C -1.032 -2.089 -2.417
H -0.543 4.172 -0.310
H -0.759 4.463 -2.039
H 0.838 4.037 -1.429
H 1.093 2.124 -2.951
H -0.476 2.497 -3.699
H -0.154 0.863 -3.090
H -2.411 1.138 -1.431
H -2.491 2.560 -2.504
H -2.574 2.785 -0.757
H 0.171 -4.311 -0.062
H -1.050 -4.567 -1.351
H -1.379 -3.425 -0.021
H 1.845 -3.881 -1.804
H 1.650 -2.513 -2.941
H 0.662 -3.987 -3.123
H -1.461 -2.878 -3.051
H -0.594 -1.309 -3.055
H -1.858 -1.654 -1.847
C 1.474 1.792 -0.191
H 1.959 0.925 0.364
H 2.025 1.955 -1.133
H 1.619 2.694 0.437
C 1.860 -1.995 0.016
H 2.035 -1.342 0.906
H 1.917 -3.042 0.353
H 2.696 -1.818 -0.678
C -0.502 0.559 4.754
C 0.531 1.016 3.722
C 1.990 0.691 3.982
O 0.150 0.454 2.422
H -0.042 -0.218 5.380
H -1.405 0.098 4.304
H -0.803 1.368 5.441
H 0.477 2.115 3.628
H 2.119 -0.359 4.281
H 2.618 0.889 3.097
H 2.381 1.319 4.794
*
```

As for the relative energy (zero: lowest compared OMol25 entry of this formula, charge and spin): 8.7 kJ/mol. The highest occupied orbital energy (alpha / beta) comes out at -15.377 / -15.378 eV. For the gap between HOMO and LUMO (alpha / beta), the calculation gives 7.6 / 7.6 eV.

***

(3)
Below is a cluster of 2 separate species, C3H12N3O in total at a distorted geometry, with properties calculated with the ωB97M-V functional and the def2-TZVPD basis.

```
! wB97M-V def2-TZVPD RIJCOSX def2/J DEFGRID3
* xyz 1 1
C -0.405 -2.246 0.896
C 0.679 -1.063 1.055
N 0.119 0.176 0.314
C 0.683 0.565 -0.809
N 0.046 1.344 -1.742
N 1.615 -0.185 -1.570
H -1.296 -1.678 0.468
H -0.562 -2.510 1.916
H -0.268 -2.888 0.101
H 0.810 -0.578 2.074
H 1.594 -1.368 0.714
H -0.735 0.493 0.733
H 0.010 1.076 -2.675
H -0.373 2.307 -1.439
H 2.384 0.204 -1.975
H 1.839 -1.079 -1.224
H -1.939 2.209 1.822
H -2.447 2.543 0.301
O -1.754 2.678 1.039
*
```

As for the relative energy (zero: lowest compared OMol25 entry of this formula, charge and spin): 288.4 kJ/mol. The highest occupied orbital energy comes out at -14.569 eV. For the gap between HOMO and LUMO, the calculation gives 11.0 eV.

***

(4)
Below is the molecule C4H7NS at a distorted geometry, with properties calculated with the ωB97M-V functional and the def2-TZVPD basis.

```
! wB97M-V def2-TZVPD RIJCOSX def2/J DEFGRID3
* xyz 0 1
C -1.594 -0.653 -0.002
C -0.176 -0.298 0.012
C 0.819 -1.182 -0.061
S 2.383 -0.361 -0.011
N 1.731 1.212 -0.138
C 0.316 1.094 0.256
H -1.902 0.115 0.693
H -1.871 -1.733 0.289
H -2.196 -0.528 -0.990
H 0.855 -2.234 -0.036
H 1.737 1.464 -1.214
H -0.362 1.843 -0.142
H 0.261 1.261 1.344
*
```

As for the relative energy (zero: lowest compared OMol25 entry of this formula, charge and spin): 170.3 kJ/mol. The highest occupied orbital energy comes out at -7.702 eV. For the gap between HOMO and LUMO, the calculation gives 8.6 eV.

***

(5)
Below is a cluster of 2 separate species, C5H7N3O in total at a distorted geometry, with properties calculated with the ωB97M-V functional and the def2-TZVPD basis.

```
! wB97M-V def2-TZVPD RIJCOSX def2/J DEFGRID3
* xyz 0 1
C -2.095 -1.251 -0.816
C -1.050 -0.124 -0.340
C 2.094 0.654 0.689
C -1.747 1.096 -0.051
C -2.188 2.213 0.191
H -3.190 -0.424 -1.507
H -2.570 -1.555 0.303
H -1.822 -2.303 -1.262
H 2.780 1.594 0.980
H 3.920 -0.055 -0.129
H 1.637 -1.544 0.159
H -2.387 3.435 0.285
N 0.085 -0.458 0.216
N 0.793 0.734 0.709
N 3.107 -0.356 0.595
O 2.632 -1.655 -0.021
*
```

As for the relative energy (zero: lowest compared OMol25 entry of this formula, charge and spin): 894.0 kJ/mol. The highest occupied orbital energy comes out at -9.016 eV. For the gap between HOMO and LUMO, the calculation gives 8.9 eV.

***

(6)
Below is a structure of composition C24H19CuN4O3S at a distorted geometry, with properties calculated with the ωB97M-V functional and the def2-TZVPD basis.

```
! wB97M-V def2-TZVPD RIJCOSX def2/J DEFGRID3
* xyz -1 2
Cu 1.038 0.156 0.019
O 3.089 -3.199 -0.925
C 2.595 -2.163 -0.478
N 1.453 -1.563 -0.787
C 0.786 -2.047 -1.952
C 0.595 -0.958 -2.960
C -0.229 -1.163 -4.075
C -0.451 -0.102 -4.912
C 0.120 1.140 -4.634
C 0.965 1.227 -3.548
N 1.203 0.198 -2.733
C 3.343 -1.389 0.572
C 4.423 -1.870 1.268
C 5.068 -1.022 2.141
C 4.632 0.286 2.284
C 3.555 0.722 1.534
N 2.934 -0.122 0.719
H -0.191 -2.489 -1.718
H 1.332 -2.865 -2.424
H -0.656 -2.153 -4.239
H -1.120 -0.162 -5.757
H -0.058 2.016 -5.257
H 1.455 2.166 -3.292
H 4.690 -2.912 1.178
H 5.892 -1.371 2.747
H 5.084 0.981 2.985
H 3.131 1.722 1.598
S 0.553 2.577 0.119
C -0.932 1.941 -0.387
C -2.062 2.693 -0.717
C -3.157 2.029 -1.184
C -3.169 0.626 -1.291
C -2.022 -0.038 -0.926
N -0.941 0.602 -0.507
H -2.035 3.778 -0.629
H -4.046 2.587 -1.451
H -4.025 0.067 -1.649
H -1.932 -1.106 -0.951
O 0.579 0.075 4.476
C 0.134 -0.164 3.358
O 0.788 -0.480 2.310
C -1.367 -0.050 3.181
C -2.096 0.843 3.956
C -3.443 1.076 3.679
C -4.113 0.322 2.696
C -3.386 -0.651 2.013
C -2.027 -0.803 2.228
H -1.557 1.413 4.694
H -3.972 1.835 4.237
H -5.169 0.512 2.486
H -3.850 -1.253 1.260
H -1.434 -1.499 1.647
*
```

As for the relative energy (zero: lowest compared OMol25 entry of this formula, charge and spin): 3.4 kJ/mol. The highest occupied orbital energy (alpha / beta) comes out at -4.996 / -4.952 eV. For the gap between HOMO and LUMO (alpha / beta), the calculation gives 7.7 / 7.7 eV.

***

| no. | DFT total energy (eV) |
| --- | --- |
| 1 | -187458.881 |
| 2 | -25671.949 |
| 3 | -9815.824 |
| 4 | -16585.166 |
| 5 | -11807.124 |
| 6 | -92778.004 |